{"formula": "C60H58BrClN2O16", "method": "the ωB97M-V functional and the def2-TZVPD basis", "species": ["C", "C", "C", "C", "C", "C", "C", "C", "C", "N", "C", "C", "C", "C", "C", "C", "C", "O", "C", "O", "C", "C", "C", "O", "C", "C", "C", "C", "C", "C", "Br", "C", "O", "N", "C", "C", "O", "Cl", "C", "O", "H", "H", "H", "H", "H", "H", "H", "H", "H", "H", "H", "H", "H", "H", "H", "H", "H", "H", "H", "H", "H", "H", "H", "H", "H", "H", "H", "H", "H", "H", "H", "H", "H", "H", "H", "H", "H", "H", "O", "C", "C", "C", "C", "O", "C", "C", "H", "H", "H", "H", "O", "C", "C", "C", "C", "O", "C", "C", "H", "H", "H", "H", "O", "C", "C", "C", "C", "O", "C", "C", "H", "H", "H", "H", "O", "C", "C", "C", "C", "O", "C", "C", "H", "H", "H", "H", "O", "C", "C", "C", "C", "O", "C", "C", "H", "H", "H", "H"], "xyz": [[-2.188, 1.375, 1.641], [-1.088, 0.797, 0.746], [-0.143, -0.083, 1.561], [-1.645, 0.134, -0.561], [-1.912, -1.346, -0.471], [-3.175, -1.804, -0.055], [-4.363, -0.908, 0.241], [-5.539, -1.250, -0.718], [-6.173, -0.030, -1.397], [-7.419, 0.344, -0.725], [-7.701, 1.769, -0.694], [-6.733, 2.474, 0.235], [-5.831, 3.389, -0.310], [-4.902, 4.030, 0.510], [-4.892, 3.759, 1.871], [-5.790, 2.855, 2.430], [-6.704, 2.209, 1.610], [-7.598, 1.286, 2.130], [-3.418, -3.181, 0.100], [-4.631, -3.637, 0.550], [-4.586, -4.161, 1.893], [-5.613, -3.526, 2.808], [-5.690, -4.398, 4.070], [-5.240, -2.209, 3.209], [-2.419, -4.069, -0.228], [-1.186, -3.618, -0.686], [-0.887, -2.272, -0.806], [0.503, -1.899, -1.283], [0.571, -1.076, -2.602], [1.438, 0.167, -2.379], [1.346, -2.111, -4.054], [-0.366, -4.851, -0.990], [0.805, -5.015, -1.019], [-1.347, -5.887, -1.150], [-1.722, -6.315, -2.467], [-2.364, -5.186, -3.279], [-1.775, -4.349, -3.841], [-4.158, -5.161, -3.320], [-2.395, -5.566, -0.227], [-3.017, -6.352, 0.413], [-2.978, 0.658, 1.847], [-1.751, 1.635, 2.604], [-2.598, 2.272, 1.185], [-0.488, 1.641, 0.403], [0.060, 0.431, 2.501], [-0.571, -1.050, 1.828], [0.820, -0.224, 1.081], [-0.948, 0.373, -1.350], [-2.559, 0.668, -0.802], [-4.134, 0.139, 0.099], [-4.650, -1.042, 1.281], [-6.323, -1.782, -0.190], [-5.168, -1.925, -1.490], [-5.494, 0.812, -1.498], [-6.424, -0.342, -2.419], [-8.201, -0.193, -1.065], [-8.694, 1.921, -0.270], [-7.681, 2.250, -1.679], [-5.825, 3.589, -1.372], [-4.194, 4.716, 0.069], [-4.152, 4.266, 2.475], [-5.778, 2.653, 3.490], [-8.333, 1.779, 2.509], [-4.765, -5.233, 1.868], [-3.594, -3.986, 2.317], [-6.579, -3.495, 2.312], [-6.195, -5.334, 3.849], [-4.668, -4.559, 4.418], [-6.196, -3.843, 4.852], [-4.310, -2.253, 3.457], [1.015, -2.830, -1.494], [1.091, -1.432, -0.502], [-0.448, -0.807, -2.853], [1.784, 0.567, -3.327], [0.900, 0.938, -1.833], [2.281, -0.132, -1.761], [-2.412, -7.153, -2.430], [-0.827, -6.606, -3.010], [4.291, 5.033, 4.136], [3.786, 4.396, 3.237], [2.491, 4.813, 2.637], [1.934, 4.115, 1.651], [2.585, 2.895, 1.112], [2.075, 2.260, 0.209], [3.873, 2.481, 1.710], [4.435, 3.176, 2.695], [2.036, 5.706, 3.046], [0.992, 4.398, 1.198], [4.330, 1.588, 1.304], [5.371, 2.889, 3.146], [6.900, 2.511, 1.523], [7.472, 3.167, 0.674], [8.735, 3.883, 0.974], [9.357, 4.601, 0.043], [8.812, 4.712, -1.333], [9.383, 5.365, -2.180], [7.548, 3.996, -1.633], [6.926, 3.278, -0.701], [9.113, 3.789, 1.984], [10.279, 5.134, 0.238], [7.168, 4.091, -2.642], [6.003, 2.746, -0.897], [9.259, -3.524, 2.095], [8.478, -2.658, 2.424], [8.698, -1.238, 2.053], [7.842, -0.286, 2.416], [6.626, -0.608, 3.208], [5.841, 0.255, 3.540], [6.406, -2.028, 3.579], [7.263, -2.978, 3.215], [9.589, -1.027, 1.476], [7.985, 0.754, 2.156], [5.515, -2.240, 4.156], [7.120, -4.019, 3.474], [10.117, 8.972, -1.567], [10.160, 9.153, -2.766], [10.585, 10.460, -3.330], [10.631, 10.661, -4.644], [10.260, 9.588, -5.602], [10.304, 9.774, -6.799], [9.836, 8.284, -5.036], [9.790, 8.079, -3.722], [10.851, 11.228, -2.615], [10.936, 11.605, -5.077], [9.570, 7.516, -5.752], [9.485, 7.134, -3.287], [-7.832, -6.258, -3.150], [-7.684, -7.029, -2.225], [-6.367, -7.189, -1.561], [-6.204, -8.036, -0.547], [-7.333, -8.855, -0.038], [-7.188, -9.625, 0.887], [-8.651, -8.694, -0.704], [-8.814, -7.848, -1.717], [-5.557, -6.581, -1.947], [-5.252, -8.167, -0.048], [-9.460, -9.301, -0.319], [-9.765, -7.714, -2.216]], "forces_ev_per_a": [[0.4, -0.2, -0.1], [0.0, -0.2, -0.1], [0.0, 0.2, 0.3], [0.1, 0.4, 0.7], [0.0, -0.3, -0.3], [-0.3, 0.1, 0.3], [-0.2, -0.3, -0.5], [0.4, 0.3, 0.0], [-0.9, -1.0, -0.4], [0.4, 0.5, 0.3], [0.0, -0.1, 0.7], [0.2, 0.1, -0.7], [0.3, -0.1, 0.8], [-0.4, -0.3, -0.1], [0.1, 0.2, -0.2], [0.1, 0.1, -0.3], [-0.1, 0.1, -0.3], [0.1, 0.3, 0.0], [0.1, -0.1, 0.2], [0.3, 0.2, 0.4], [-0.3, 0.1, -0.2], [0.5, -0.4, 0.8], [0.1, 0.4, -0.5], [-0.2, 0.1, -0.5], [0.0, -0.2, 0.3], [0.3, 0.1, 0.2], [0.1, 0.0, 0.2], [-0.2, -0.5, -0.8], [0.1, 0.6, 1.3], [-0.2, -0.4, -0.3], [-0.2, -0.1, -0.1], [-1.3, 1.1, -0.3], [0.9, -0.2, -0.4], [0.3, -1.1, 0.8], [-0.1, -0.4, -0.4], [-0.5, -0.4, 0.3], [0.7, 0.8, -0.5], [0.2, -0.1, 0.1], [0.0, 1.3, -0.6], [-0.6, -0.6, -0.1], [-0.2, 0.0, 0.0], [0.0, 0.2, 0.1], [-0.3, 0.0, 0.0], [0.0, 0.1, 0.0], [0.1, 0.0, 0.1], [-0.1, -0.1, -0.1], [0.0, -0.1, -0.1], [0.1, -0.2, -0.2], [-0.1, 0.0, -0.2], [0.2, 0.1, 0.1], [-0.2, 0.0, 0.1], [-0.1, -0.1, 0.1], [0.0, 0.0, -0.1], [0.0, 0.1, 0.3], [0.2, 0.2, -0.2], [0.0, 0.0, -0.1], [-0.2, -0.2, -0.2], [0.1, 0.1, -0.1], [-0.1, 0.0, -0.1], [0.1, 0.1, 0.1], [-0.1, -0.1, 0.2], [0.0, -0.1, 0.1], [0.0, -0.1, 0.1], [0.1, -0.1, -0.2], [0.1, -0.1, 0.0], [-0.1, 0.4, -0.1], [0.1, -0.2, 0.2], [0.0, -0.3, 0.1], [-0.3, -0.1, 0.0], [0.0, 0.1, 0.1], [0.1, -0.1, 0.2], [-0.1, 0.3, 0.1], [0.0, -0.1, -0.7], [0.1, 0.2, 0.0], [0.0, 0.1, 0.1], [0.3, 0.2, -0.1], [0.0, -0.1, 0.2], [0.1, 0.0, -0.1], [0.0, 0.0, 0.0], [0.0, 0.0, 0.0], [0.0, 0.0, 0.0], [0.0, 0.0, 0.0], [0.0, 0.0, 0.0], [0.0, 0.0, 0.0], [0.0, 0.0, 0.0], [-0.2, 0.1, 0.1], [0.0, 0.0, 0.0], [0.0, 0.0, 0.0], [0.0, 0.0, 0.0], [0.0, -0.1, 0.1], [0.3, 0.1, -0.3], [-0.1, 0.0, 0.0], [0.0, 0.0, 0.0], [0.0, 0.0, 0.1], [0.0, 0.0, 0.0], [0.0, -0.2, 0.0], [0.0, 0.0, 0.0], [0.0, 0.0, 0.0], [0.0, 0.0, 0.0], [0.0, 0.0, 0.0], [0.0, 0.0, 0.0], [0.0, 0.0, 0.0], [0.0, 0.0, 0.0], [0.0, 0.0, 0.0], [-0.1, 0.0, 0.0], [0.1, -0.1, 0.0], [0.0, 0.0, 0.0], [0.0, 0.0, 0.0], [0.0, 0.0, 0.0], [-0.1, 0.0, 0.0], [0.0, 0.0, 0.0], [-0.1, -0.1, 0.1], [0.0, 0.0, 0.0], [0.0, 0.0, 0.0], [0.0, 0.0, 0.0], [0.0, 0.0, 0.0], [0.0, 0.0, 0.0], [0.0, 0.0, 0.1], [0.0, 0.0, -0.1], [0.0, 0.0, 0.0], [0.0, 0.0, 0.1], [-0.1, 0.0, 0.0], [0.0, 0.0, 0.0], [0.0, 0.0, 0.0], [0.0, 0.0, 0.0], [0.1, 0.1, -0.1], [0.0, 0.0, 0.0], [0.0, 0.0, 0.0], [0.1, 0.0, 0.1], [0.0, 0.0, 0.0], [0.0, 0.0, 0.0], [0.0, 0.0, 0.0], [0.0, 0.0, 0.0], [0.0, 0.0, 0.0], [-0.2, -0.1, 0.1], [0.0, 0.0, 0.0], [0.0, 0.0, 0.0], [0.0, 0.0, 0.0]], "total_energy_ev": -181459.5913, "homo_ev": -8.46, "gap_ev": 6.37, "e_above_lowest_kcal_mol": 0.0, "fmax_ev_per_a": 1.74}